[1]
C8H15PS | ωB97M-V/def2-TZVPD

Each line ends with the Mulliken charge.
Geometry (Å):
C 2.6552 1.6211 1.1733  -0.751
C 2.1115 0.4229 1.2959  -0.115
P 1.5393 -0.5860 -0.1162  0.596
C 3.0394 -0.6418 -1.1839  -1.240
S 0.8971 -2.3389 0.4205  -0.410
C 0.4012 0.3740 -1.1626  -0.644
C -0.8321 0.7495 -0.8416  -0.167
C -1.4844 0.5906 0.4864  -0.382
C -2.8448 -0.1129 0.3878  -0.581
C -2.6901 -1.6157 0.2022  -1.079
H 3.0272 2.1660 2.0248  0.283
H 2.7476 2.1061 0.2154  0.206
H 1.9995 -0.0673 2.2546  0.353
H 3.8307 -1.1438 -0.6282  0.352
H 2.8097 -1.2291 -2.0728  0.354
H 3.3646 0.3578 -1.4622  0.403
H 0.7769 0.5276 -2.1679  0.423
H -1.4398 1.2334 -1.5997  0.354
H -0.8233 0.0276 1.1516  0.181
H -1.6354 1.5871 0.9153  0.290
H -3.4133 0.0813 1.3005  0.323
H -3.4091 0.3094 -0.4485  0.331
H -3.6618 -2.0919 0.1015  0.365
H -2.1822 -2.0515 1.0585  0.267
H -2.0994 -1.8366 -0.6824  0.289

Values from the calculation:
Kohn-Sham gap = 9.201 eV
Energy above the lowest of the compared OMol25 structures with the same formula, charge and spin = 0.0 kcal per mole
Charge = 0
SMILES = C=C[P@@](C)(=S)/C=C\CCC

[2]
H30O15 | ωB97M-V/def2-TZVPD

Each line ends with the Mulliken charge.
Geometry (Å):
O 0.8066 -0.0634 -0.5735  0.252
H 1.0537 0.8519 -0.4131  0.109
H 0.2216 -0.1774 0.2061  0.067
O -3.7183 -0.1051 1.4879  -0.656
H -4.0807 -0.9975 1.4908  0.306
H -3.9342 0.3385 2.3111  0.304
O 1.5608 2.4574 0.7382  -0.670
H 1.0924 2.8371 1.5132  0.291
H 2.5041 2.3347 0.8424  0.339
O -2.6392 -3.0870 1.9893  -0.617
H -2.6835 -3.9585 1.5938  0.307
H -1.8447 -2.6561 1.6682  0.378
O 2.5310 -1.8341 -1.8221  -0.692
H 2.4152 -1.4996 -2.7187  0.356
H 1.9268 -1.1876 -1.3948  0.305
O -2.7665 -3.8104 -1.1802  -0.620
H -1.8943 -3.6226 -0.8159  0.294
H -2.9173 -2.9986 -1.6786  0.308
O 1.9198 0.8155 3.4748  -0.625
H 1.3962 0.8734 2.6771  0.339
H 2.3998 1.6469 3.4415  0.302
O 2.4142 1.5157 -2.3691  -0.566
H 2.5889 1.5928 -1.4301  0.230
H 3.2378 1.8423 -2.7378  0.305
O -0.6201 -2.0753 -2.9860  -0.582
H -0.6633 -1.1182 -3.1247  0.367
H -0.1756 -2.4520 -3.7436  0.263
O -2.1794 2.7717 0.0561  -0.609
H -2.7685 3.4201 -0.3409  0.267
H -1.9643 2.1833 -0.6761  0.298
O -0.1145 3.8460 2.2390  -0.700
H -0.9145 3.6859 1.7405  0.324
H 0.2468 4.6679 1.8992  0.324
O 4.4752 -0.5000 -0.1559  -0.638
H 5.0954 -0.7505 -0.8266  0.277
H 3.6121 -0.4934 -0.5679  0.334
O -1.0968 0.3559 1.3072  -0.506
H -1.7336 -0.3542 1.4420  0.269
H -1.7298 1.0610 1.1121  0.225
O -0.8747 0.6807 -2.6595  -0.751
H -1.0378 0.4164 -1.7485  0.278
H -0.1543 1.3204 -2.6258  0.333
O -0.0595 -2.5103 1.0893  -0.565
H 0.6777 -2.1769 0.5615  0.200
H 0.3889 -3.0868 1.7083  0.245

Values from the calculation:
Kohn-Sham gap = 10.516 eV
Energy above the lowest of the compared OMol25 structures with the same formula, charge and spin = 29.0 kcal per mole
Charge = 0

[3]
C4H5P | ωB97M-V/def2-TZVPD

Each line ends with the Mulliken charge.
Geometry (Å):
C 1.4548 1.6124 0.6416  -0.406
P 1.7781 0.5266 -0.5827  -0.004
C -0.0003 -0.3146 -0.5505  -0.324
C -0.7806 -1.1396 -1.1758  -0.043
C -1.0678 -0.9862 0.2670  -0.577
H 2.3308 2.2257 1.0766  0.239
H 0.4245 1.8589 0.9512  0.231
H -1.1862 -1.5002 -2.0087  0.460
H -1.9811 -0.4536 0.5650  0.177
H -0.9722 -1.8294 0.8164  0.247

Values from the calculation:
Kohn-Sham gap = 9.013 eV
Energy above the lowest of the compared OMol25 structures with the same formula, charge and spin = 61.0 kcal per mole
Charge = 0
SMILES = C=PC1=CC1

[4]
C5H8O | ωB97M-V/def2-TZVPD

Each line ends with the Mulliken charge.
Geometry (Å):
O 0.2520 1.4534 -0.8395  -0.549
C -0.9785 0.3071 0.9945  -0.369
C -1.1768 -0.6952 -0.1247  -0.560
C 0.3609 -0.8639 -0.0188  0.060
C 0.9758 0.2189 -0.9455  -0.678
C 0.2517 -0.1320 1.2971  -0.656
H 0.4532 1.8901 -0.0017  0.369
H -1.6166 1.1104 1.3437  0.360
H -1.5583 -0.4061 -1.1097  0.274
H -1.7397 -1.5482 0.2568  0.290
H 0.8109 -1.8673 -0.1059  0.392
H 0.8732 -0.0055 -2.0053  0.390
H 2.0430 0.3305 -0.6961  0.299
H 1.0492 0.2079 1.9551  0.379

Values from the calculation:
Kohn-Sham gap = 10.231 eV
Energy above the lowest of the compared OMol25 structures with the same formula, charge and spin = 59.2 kcal per mole
Charge = 0

[5]
C35H62N7O11P4 | ωB97M-V/def2-TZVPD

Each line ends with the Mulliken charge.
Geometry (Å):
C 4.4024 1.2794 5.3724  -1.055
C 5.4172 1.4682 4.1853  -0.329
O 5.3156 0.4056 3.1974  -0.433
C 4.6349 0.8626 2.0713  0.004
C 5.2064 1.8919 1.1649  0.990
P 6.8891 2.6646 1.4789  0.018
C 8.1715 1.2953 1.5495  -0.809
O 7.2664 3.6872 0.1570  -0.456
C 4.4763 2.3947 -0.0145  -0.945
C 3.1446 1.9044 -0.3394  -1.178
C 2.5729 0.8935 0.5607  0.391
C 3.3047 0.3822 1.7386  0.459
C 2.4872 -0.6628 2.5916  -0.264
O 2.4490 -0.4773 3.7783  -0.439
C 1.7170 -1.7279 1.7760  0.674
C 0.9855 -1.1845 0.6118  0.507
C 0.1466 -2.0105 -0.2732  0.392
C -0.6593 -1.4163 -1.4855  -1.042
C -2.1776 -1.1657 -1.0822  0.127
C -2.5913 0.3695 -1.0422  -0.528
C -2.8588 0.7628 0.4574  -0.525
C -3.0255 2.3041 0.7411  -0.665
N -2.3739 3.2023 -0.2449  -0.641
C 0.1008 -3.4341 0.0614  -1.046
C 0.8174 -4.0175 1.2108  0.561
C 0.5803 -5.5452 1.3956  0.169
O -0.5629 -5.9448 1.0571  -0.665
O 1.4443 -6.3851 1.8270  -0.732
C 1.6743 -3.1770 2.0897  -0.185
P 2.6277 -3.8969 3.4904  1.093
O 3.5092 -2.9595 4.2435  -0.534
O 1.5732 -4.5735 4.6010  -0.568
O 3.6175 -5.1696 3.0389  -0.518
C 1.1264 0.3488 0.3013  -0.602
O 0.2042 1.0394 -0.0665  -0.297
H 3.3783 1.5325 4.9917  0.188
H 4.3760 0.1760 5.6057  0.218
H 4.6354 1.8975 6.2719  0.429
H 6.4510 1.5120 4.6301  0.308
H 5.2325 2.4818 3.7396  0.370
H 7.6802 0.4195 2.0573  0.250
H 9.0591 1.6160 2.1498  0.300
H 8.4504 1.0492 0.4828  0.300
H 7.2268 3.1083 -0.6310  0.304
H 4.9415 3.1702 -0.6628  0.634
H 2.5382 2.2467 -1.2126  0.370
H -0.1501 -0.5210 -1.9159  0.468
H -0.6620 -2.2229 -2.2707  0.539
H -2.8093 -1.6478 -1.8807  0.345
H -2.4556 -1.7048 -0.1317  -0.185
H -1.7761 0.9410 -1.5455  0.161
H -3.5467 0.4752 -1.6208  0.515
H -2.0796 0.2957 1.1130  0.167
H -3.8345 0.2751 0.7562  0.393
H -4.1075 2.6018 0.8560  0.350
H -2.5664 2.5060 1.7587  0.294
H -2.0242 3.9949 0.3073  0.255
H -1.5282 2.7929 -0.6463  0.211
H -0.5081 -4.1011 -0.5981  0.308
H 2.1171 -4.8209 5.3742  0.305
H 3.6002 -5.2791 2.0702  0.352
O 2.9596 4.5618 -2.7253  -0.819
P 2.2583 5.3497 -3.8322  0.927
N 3.5518 6.4456 -4.0531  0.265
C 3.7813 7.7578 -3.4991  -0.961
C 4.7057 5.9492 -4.7880  -1.169
N 1.0072 5.9148 -2.7879  0.247
C 0.7209 7.2873 -2.4290  -1.141
C 0.6901 5.0724 -1.6288  -0.964
N 1.4139 6.0925 -5.1663  -0.077
C 1.7134 7.3064 -5.8940  -0.854
C 0.0465 5.6301 -5.4056  -1.020
H 3.8485 8.5088 -4.2976  0.346
H 4.7142 7.7978 -2.9243  0.345
H 3.0038 8.0972 -2.8240  0.231
H 4.4682 5.8464 -5.8558  0.320
H 5.0163 4.9681 -4.4138  0.228
H 5.5686 6.6115 -4.7098  0.437
H 1.3619 7.6387 -1.6145  0.323
H -0.3163 7.3791 -2.0869  0.377
H 0.7963 7.9689 -3.2773  0.241
H 1.4039 5.2238 -0.8105  0.289
H 0.6906 4.0173 -1.9007  0.130
H -0.3122 5.2892 -1.2476  0.427
H 1.4979 8.2045 -5.3088  0.227
H 1.1197 7.3733 -6.8105  0.357
H 2.7483 7.3424 -6.2360  0.247
H -0.6820 6.2547 -4.8771  0.314
H -0.0774 4.6028 -5.0617  0.323
H -0.2069 5.6354 -6.4701  0.372
O -5.3812 -4.0122 -0.1722  -0.878
P -5.3139 -5.4437 0.3637  0.949
N -6.9518 -5.7943 0.0012  0.248
C -8.1339 -5.7237 0.8222  -0.939
C -7.2661 -6.0586 -1.3936  -1.219
N -5.0213 -4.9414 1.9871  0.323
C -5.8668 -5.1691 3.1373  -1.188
C -4.3647 -3.6431 2.1626  -1.072
N -5.0869 -7.0907 0.8831  -0.006
C -6.0596 -8.1372 1.1026  -0.865
C -3.7901 -7.4028 1.4894  -1.111
H -8.6066 -6.7119 0.9074  0.344
H -8.8777 -5.0332 0.4047  0.356
H -7.9510 -5.3833 1.8356  0.214
H -6.8762 -7.0398 -1.6980  0.331
H -6.8214 -5.2996 -2.0461  0.287
H -8.3397 -6.0614 -1.5879  0.415
H -6.6719 -4.4295 3.2062  0.322
H -5.2783 -5.0931 4.0589  0.380
H -6.2881 -6.1752 3.1574  0.269
H -5.0753 -2.8129 2.0628  0.313
H -3.5659 -3.5087 1.4343  0.119
H -3.8952 -3.5699 3.1479  0.443
H -6.6470 -7.9737 2.0108  0.230
H -5.5728 -9.1110 1.2090  0.354
H -6.7371 -8.2615 0.2563  0.266
H -3.8231 -7.2901 2.5784  0.259
H -3.0156 -6.7373 1.1049  0.428
H -3.4645 -8.4218 1.2616  0.389

Values from the calculation:
Kohn-Sham gap = 5.759 eV
Energy above the lowest of the compared OMol25 structures with the same formula, charge and spin = 0.0 kcal per mole
Charge = -1

[6]
C31H46BFN3O30S6 | ωB97M-V/def2-TZVPD

Each line ends with the Mulliken charge.
Geometry (Å):
C -4.1120 -0.5130 2.6250  -0.556
O -4.6693 -0.1258 1.3786  -0.437
C -4.3739 -1.0033 0.3256  -1.108
C -2.8970 -1.2793 0.1426  1.641
C -2.4319 -2.5797 -0.0443  -0.096
C -3.3609 -3.7630 -0.0733  -0.598
O -3.3184 -4.5742 0.8028  -0.535
O -4.2063 -3.8306 -1.0959  -0.489
B -3.8695 -3.3001 -2.3776  0.430
C -3.0277 -4.1528 -3.3735  -0.967
O -4.3280 -2.0435 -2.6511  -0.385
C -1.0697 -2.8370 -0.2214  -0.546
N -0.4987 -4.1188 -0.4449  -0.595
C -0.1996 -1.7669 -0.1717  0.555
N -0.6453 -0.5233 0.0176  0.671
C 0.3556 0.5872 0.0757  -0.615
C 1.4286 0.2295 1.0750  0.912
C 1.0480 -0.2123 2.3374  -0.008
C 1.9987 -0.5757 3.2736  -1.388
C 3.3495 -0.5127 2.9504  1.025
C 4.4153 -0.9202 3.9246  -1.422
C 3.7230 -0.0552 1.6903  -0.887
C 2.7760 0.3068 0.7482  -0.698
C -1.9586 -0.2690 0.1534  0.739
C -2.3281 1.1877 0.3076  -1.105
O -2.3719 1.7513 1.3550  -0.311
N -2.5154 1.8268 -0.9455  0.303
C -3.7482 1.5659 -1.6005  0.383
O -3.8871 0.8347 -2.5255  -0.418
F -4.7665 2.2277 -1.0450  -0.224
H -3.0805 -0.1784 2.7424  0.145
H -4.7117 -0.0611 3.4074  0.326
H -4.1504 -1.5989 2.7475  0.311
H -4.7978 -0.5976 -0.5916  -0.022
H -4.8976 -1.9449 0.5056  0.868
H -3.5227 -4.1331 -4.3422  0.304
H -2.9209 -5.1746 -3.0195  0.346
H -2.0502 -3.6979 -3.5239  0.510
H -3.6534 -1.5053 -3.0803  0.265
H -0.5565 -4.6563 0.4169  0.326
H -1.0561 -4.6432 -1.1129  0.301
H 0.8583 -1.9387 -0.2965  0.621
H -0.1389 1.4880 0.4195  -0.267
H 0.7500 0.7392 -0.9235  0.490
H -0.0048 -0.2623 2.5930  0.461
H 1.6892 -0.9243 4.2479  0.400
H 3.9797 -0.9838 4.9173  0.320
H 4.8834 -1.8596 3.6372  0.450
H 5.1893 -0.1619 3.9364  0.193
H 4.7701 0.0005 1.4260  0.567
H 3.0575 0.6545 -0.2341  0.505
H -2.3653 2.8269 -0.8211  0.350
C -1.5784 -6.3304 -7.5538  -0.321
C -0.2294 -6.4762 -6.8799  -0.301
O 0.3201 -5.1476 -6.9159  -0.316
S -0.8453 -4.0729 -6.7895  0.992
O -0.9589 -3.6432 -5.4361  -0.428
O -0.7125 -3.1271 -7.8326  -0.551
O -2.0625 -5.0570 -7.0881  -0.286
H -1.4884 -6.2900 -8.6397  0.285
H -2.2782 -7.1119 -7.2738  0.309
H 0.4350 -7.1602 -7.3983  0.320
H -0.3301 -6.7818 -5.8368  0.261
C 1.3055 5.6199 -2.4389  -0.452
C -0.0475 4.9470 -2.5455  -0.367
O 0.1116 3.7249 -1.7915  -0.209
S 1.1256 3.9803 -0.5747  1.064
O 0.3678 4.2096 0.6037  -0.496
O 2.1199 2.9706 -0.6168  -0.480
O 1.7240 5.3519 -1.0874  -0.314
H 2.0337 5.1790 -3.1204  0.297
H 1.2574 6.6925 -2.5985  0.328
H -0.3271 4.7130 -3.5681  0.341
H -0.8304 5.5446 -2.0754  0.305
C 9.7668 -2.9167 4.1990  -0.348
C 8.6893 -3.6563 3.4323  -0.334
O 7.5430 -2.7901 3.5214  -0.291
S 8.0200 -1.2684 3.5368  1.168
O 7.9132 -0.7318 2.2283  -0.608
O 7.4306 -0.6159 4.6508  -0.519
O 9.5572 -1.5366 3.8542  -0.316
H 9.6437 -3.0270 5.2773  0.275
H 10.7706 -3.2157 3.9130  0.317
H 8.4499 -4.6242 3.8615  0.304
H 8.9522 -3.7748 2.3800  0.294
C 6.6626 3.7899 5.6768  -0.370
C 6.5426 2.4868 6.4406  -0.010
O 5.1519 2.4288 6.8020  -0.324
S 4.2650 3.1035 5.6617  0.918
O 3.7674 2.0939 4.7955  -0.288
O 3.3950 4.0453 6.2618  -0.561
O 5.4520 3.8564 4.9057  -0.317
H 6.6952 4.6511 6.3459  0.296
H 7.5203 3.8109 5.0110  0.321
H 7.1537 2.4629 7.3377  0.326
H 6.7767 1.6245 5.8131  0.044
C -3.3801 4.5445 2.6581  -0.090
C -2.3115 3.9688 3.5623  -0.084
O -1.8369 5.0969 4.3046  -0.302
S -3.0341 6.1280 4.5578  1.067
O -3.5895 5.9107 5.8424  -0.534
O -2.6095 7.4123 4.1393  -0.530
O -4.0436 5.5163 3.4705  -0.379
H -2.9411 5.0521 1.7949  0.239
H -4.0940 3.7987 2.3200  0.208
H -1.4904 3.5187 3.0144  0.138
H -2.7287 3.2419 4.2633  0.263
C -6.0367 -0.2714 -5.3282  -0.118
C -5.4390 1.0647 -5.7193  -0.196
O -5.7903 1.2125 -7.0980  -0.361
S -7.2177 0.5378 -7.3744  1.068
O -8.2272 1.5301 -7.3320  -0.519
O -7.0844 -0.3407 -8.4764  -0.526
O -7.2913 -0.3084 -6.0157  -0.330
H -5.4221 -1.1038 -5.6777  0.225
H -6.1990 -0.3635 -4.2580  0.162
H -4.3587 1.0889 -5.6083  0.245
H -5.8859 1.8847 -5.1529  0.354

Values from the calculation:
Kohn-Sham gap = 7.149 eV
Charge = +1

| no. | largest force on an atom (Eh/bohr) |
| --- | --- |
| 1 | 0.0142 |
| 2 | 0.0273 |
| 3 | 0.0733 |
| 4 | 0.0182 |
| 5 | 0.1490 |
| 6 | 0.0170 |